1.
Formula: C17H26N3
Source: OMol25
Level of theory: ωB97M-V with the def2-TZVPD basis set

Structure (ORCA input):
```
! wB97M-V def2-TZVPD RIJCOSX def2/J DEFGRID3
* xyz 1 1
C -3.48140 1.04594 -3.32549
C -2.08072 0.61741 -3.74600
C -1.01299 0.93672 -2.69691
C -0.79519 2.43886 -2.51842
C 0.41289 2.80922 -1.65551
C 0.28588 2.36027 -0.19071
C 0.97120 1.01969 0.03870
H 2.05418 1.14435 -0.03834
H 0.64273 0.27594 -0.68815
N 0.69592 0.46871 1.40543
H 0.62729 1.27423 2.03869
C -0.47734 -0.40232 1.48739
C -1.79865 -0.11590 1.23317
C -2.71394 -1.15504 1.35786
C -2.30633 -2.42630 1.73280
C -0.97618 -2.71176 2.00379
C -0.06168 -1.68176 1.87410
N 1.30231 -1.65870 2.08224
C 1.79885 -0.41131 1.85860
N 2.97077 0.02398 1.96182
C 3.98823 -0.92304 2.35760
H 4.16056 -0.79282 3.42984
C 3.60587 -2.36975 2.02952
H 3.62756 -2.50241 0.94591
H 4.32540 -3.05452 2.47322
C 2.20118 -2.69637 2.54311
H 2.18710 -2.73288 3.63820
H 1.86145 -3.65965 2.15733
H 4.90452 -0.63526 1.83927
H -0.66824 -3.69827 2.30764
H -3.03973 -3.21147 1.82314
H -3.75624 -0.96280 1.16375
H -2.12962 0.87080 0.95449
H -0.77316 2.30335 0.06110
H 0.74821 3.10363 0.46253
H 1.32132 2.38866 -2.08955
H 0.51623 3.89419 -1.67728
H -1.68859 2.89041 -2.08482
H -0.65048 2.88361 -3.50420
H -1.31908 0.48101 -1.75063
H -0.07185 0.47854 -3.01308
H -1.81869 1.10528 -4.68603
H -2.07994 -0.46042 -3.92301
H -4.20721 0.72451 -4.06737
H -3.55214 2.12639 -3.23504
H -3.75025 0.59705 -2.37072
*
```

## Properties
lowest unoccupied orbital energy	-2.672	eV
HOMO level	-11.885	eV
orbital gap	9.2	eV

Now the Löwdin charges, all in e: number 1, C, carries -0.105; number 2, C, carries -0.260; number 3, C, carries -0.231; number 4, C, carries -0.207; number 5, C, carries -0.187; number 6, C, carries -0.165; number 7, C, carries -0.096; number 8, H, carries 0.134; number 9, H, carries 0.132; number 10, N, carries 0.081; number 11, H, carries 0.212; number 12, C, carries -0.119; number 13, C, carries 0.002; number 14, C, carries -0.055; number 15, C, carries -0.046; number 16, C, carries 0.020; number 17, C, carries -0.134; number 18, N, carries 0.037; number 19, C, carries -0.287; number 20, N, carries 0.135; number 21, C, carries -0.186; number 22, H, carries 0.128; number 23, C, carries -0.139; number 24, H, carries 0.124; number 25, H, carries 0.123; number 26, C, carries -0.102; number 27, H, carries 0.141; number 28, H, carries 0.133; number 29, H, carries 0.121; number 30, H, carries 0.119; number 31, H, carries 0.119; number 32, H, carries 0.115; number 33, H, carries 0.115; number 34, H, carries 0.101; number 35, H, carries 0.123; number 36, H, carries 0.118; number 37, H, carries 0.117; number 38, H, carries 0.111; number 39, H, carries 0.122; number 40, H, carries 0.092; number 41, H, carries 0.115; number 42, H, carries 0.110; number 43, H, carries 0.107; number 44, H, carries 0.074; number 45, H, carries 0.067; number 46, H, carries 0.068

=====

2.
Formula: C17H26N3
Source: OMol25
Level of theory: ωB97M-V with the def2-TZVPD basis set

Structure (ORCA input):
```
! wB97M-V def2-TZVPD RIJCOSX def2/J DEFGRID3
* xyz 1 1
C -2.81803 -0.98878 -1.45591
C -3.02729 0.47940 -1.81712
C -3.56937 1.31808 -0.65064
C -2.50065 2.11253 0.10300
C -1.45367 1.23195 0.78032
C -0.45961 2.05362 1.59743
H -0.99630 2.64690 2.33809
C 0.54297 1.17225 2.34619
N 1.29884 0.31659 1.45160
C 0.95572 -0.96958 1.21620
N 0.02648 -1.63940 1.69071
C -0.32859 -2.94511 1.22339
H -1.38625 -2.87461 0.95099
H -0.26796 -3.63156 2.07120
C 0.50599 -3.46811 0.03778
H -0.11806 -4.09860 -0.59325
H 1.33379 -4.08284 0.39972
C 1.06852 -2.31778 -0.79413
N 1.89816 -1.50002 0.12050
C 2.57285 -0.29708 -0.33948
C 3.46632 -0.14778 -1.37400
C 4.01090 1.11687 -1.56247
C 3.67582 2.16705 -0.72041
C 2.78006 2.00779 0.32722
C 2.21841 0.75565 0.50973
H 2.53584 2.83189 0.97604
H 4.12229 3.13512 -0.88260
H 4.70729 1.27684 -2.36882
H 3.73510 -0.97068 -2.01677
H 2.57995 -2.13001 0.56018
H 1.67524 -2.68434 -1.62395
H 0.27097 -1.68322 -1.18882
H 0.01745 0.51137 3.03687
H 1.25138 1.78739 2.90615
H 0.06772 2.74418 0.93643
H -1.94929 0.51187 1.43411
H -0.90969 0.67858 0.01215
H -2.99476 2.72134 0.86257
H -2.00322 2.79363 -0.59177
H -4.29684 2.03420 -1.03491
H -4.09520 0.66653 0.04945
H -3.73267 0.52119 -2.64800
H -2.08942 0.91311 -2.17302
H -2.39176 -1.53113 -2.29854
H -3.77025 -1.45037 -1.20654
H -2.15919 -1.09494 -0.59686
*
```

## Properties
lowest unoccupied orbital energy	-2.879	eV
HOMO level	-11.837	eV
orbital gap	9.0	eV

Now the Löwdin charges, all in e: number 1, C, carries -0.116; number 2, C, carries -0.252; number 3, C, carries -0.210; number 4, C, carries -0.209; number 5, C, carries -0.219; number 6, C, carries -0.166; number 7, H, carries 0.126; number 8, C, carries -0.114; number 9, N, carries 0.023; number 10, C, carries -0.264; number 11, N, carries 0.151; number 12, C, carries -0.180; number 13, H, carries 0.118; number 14, H, carries 0.127; number 15, C, carries -0.125; number 16, H, carries 0.128; number 17, H, carries 0.120; number 18, C, carries -0.083; number 19, N, carries 0.076; number 20, C, carries -0.128; number 21, C, carries 0.008; number 22, C, carries -0.058; number 23, C, carries -0.042; number 24, C, carries 0.018; number 25, C, carries -0.135; number 26, H, carries 0.121; number 27, H, carries 0.119; number 28, H, carries 0.115; number 29, H, carries 0.123; number 30, H, carries 0.213; number 31, H, carries 0.141; number 32, H, carries 0.140; number 33, H, carries 0.130; number 34, H, carries 0.132; number 35, H, carries 0.110; number 36, H, carries 0.122; number 37, H, carries 0.095; number 38, H, carries 0.116; number 39, H, carries 0.119; number 40, H, carries 0.110; number 41, H, carries 0.113; number 42, H, carries 0.106; number 43, H, carries 0.104; number 44, H, carries 0.070; number 45, H, carries 0.080; number 46, H, carries 0.032

=====

1 (0.118 eV below the next structure)

=====

1.
Formula: C4H10N2O3
Source: OMol25
Level of theory: ωB97M-V with the def2-TZVPD basis set

Structure (ORCA input):
```
! wB97M-V def2-TZVPD RIJCOSX def2/J DEFGRID3
* xyz 0 1
C -2.22173 0.42414 -1.08718
C -0.84406 -1.37429 -0.32174
O -1.27908 -1.37489 0.96840
O -1.77760 1.26875 -0.28166
O -1.43365 -2.01784 -1.17881
H -0.87195 -0.65287 1.47383
H -0.32615 1.67963 -0.33608
H -3.18577 -0.05260 -0.89069
H -1.89285 0.42198 -2.13229
C 1.51101 -1.11949 0.49662
N 0.47359 -0.99328 -0.50170
C 1.42160 2.09260 0.76653
N 0.83992 1.83935 -0.30822
H 0.77181 -1.06618 -1.46379
H 2.43050 -0.68615 0.10827
H 1.69148 -2.17491 0.73750
H 1.23936 -0.61045 1.42092
H 1.01894 1.89477 1.76930
H 2.43465 2.50174 0.76076
*
```

## Properties
lowest unoccupied orbital energy	-0.103	eV
HOMO level	-8.632	eV
orbital gap	8.5	eV

Now the Löwdin charges, all in e: number 1, C, carries -0.071; number 2, C, carries -0.654; number 3, O, carries 0.110; number 4, O, carries -0.052; number 5, O, carries 0.077; number 6, H, carries 0.113; number 7, H, carries 0.056; number 8, H, carries 0.112; number 9, H, carries 0.116; number 10, C, carries -0.086; number 11, N, carries 0.017; number 12, C, carries -0.221; number 13, N, carries -0.011; number 14, H, carries 0.146; number 15, H, carries 0.089; number 16, H, carries 0.093; number 17, H, carries 0.065; number 18, H, carries 0.052; number 19, H, carries 0.048

=====

2.
Formula: C4H10N2O3
Source: OMol25
Level of theory: ωB97M-V with the def2-TZVPD basis set

Structure (ORCA input):
```
! wB97M-V def2-TZVPD RIJCOSX def2/J DEFGRID3
* xyz 0 1
C -0.48804 1.00215 1.58624
C 0.35229 1.81048 0.63174
N 1.10959 1.13250 -0.30461
C 0.74479 -0.25245 -0.64095
C -0.73329 -0.45777 -1.07095
N -1.31756 0.64536 -1.63023
O -1.44290 -1.43700 -0.88482
O 0.35134 3.02351 0.54437
H -0.54459 -0.10881 1.39007
H -0.28412 1.16878 2.62117
H -1.49988 1.39817 1.51704
H 1.53074 1.73166 -1.03662
H 1.43613 -0.72916 -1.45974
H 0.92948 -0.83798 0.29389
H -1.08977 1.63126 -1.52115
H -2.25367 0.36792 -1.74598
H 1.76060 -3.14601 0.18914
H 0.30228 -3.65464 0.57077
O 1.13657 -3.28797 0.95061
*
```

## Properties
lowest unoccupied orbital energy	0.602	eV
HOMO level	-9.798	eV
orbital gap	10.4	eV

Now the Löwdin charges, all in e: number 1, C, carries 0.014; number 2, C, carries -0.545; number 3, N, carries 0.037; number 4, C, carries -0.125; number 5, C, carries -0.535; number 6, N, carries 0.172; number 7, O, carries 0.039; number 8, O, carries 0.044; number 9, H, carries 0.091; number 10, H, carries 0.080; number 11, H, carries 0.095; number 12, H, carries 0.156; number 13, H, carries 0.161; number 14, H, carries 0.099; number 15, H, carries 0.112; number 16, H, carries 0.092; number 17, H, carries 0.054; number 18, H, carries 0.055; number 19, O, carries -0.097

=====

2 (2.943 eV below the next structure)

=====

1.
Formula: C8H10N2O
Source: OMol25
Level of theory: ωB97M-V with the def2-TZVPD basis set

Structure (ORCA input):
```
! wB97M-V def2-TZVPD RIJCOSX def2/J DEFGRID3
* xyz 0 1
C 1.98429 -1.25600 -0.15669
C 0.62046 -1.40603 0.31864
C -1.83804 -1.15799 -0.45848
C -0.38569 -0.98540 -0.71438
C -2.65106 -0.19433 -0.05532
C 0.12767 0.49432 -0.57765
C 1.53173 0.07422 -0.05907
C 2.25467 1.31774 0.46921
N -2.06036 1.06727 0.18732
N -0.64171 1.09740 0.47599
O 2.96141 -1.93065 -0.23928
H 0.35072 -1.75715 1.24634
H -2.34303 -2.04629 -0.83203
H -0.19923 -1.49051 -1.65821
H -3.73298 -0.41135 0.00920
H 0.09167 1.08938 -1.45791
H 3.29665 1.30239 0.10251
H 2.17819 1.43621 1.50186
H 1.69536 2.10406 -0.06409
H -2.63356 1.84515 0.50916
H -0.60717 0.80754 1.45286
*
```

## Properties
lowest unoccupied orbital energy	0.830	eV
HOMO level	-8.288	eV
orbital gap	9.1	eV

Now the Löwdin charges, all in e: number 1, C, carries -0.412; number 2, C, carries 0.056; number 3, C, carries -0.097; number 4, C, carries -0.217; number 5, C, carries -0.129; number 6, C, carries -0.240; number 7, C, carries -0.145; number 8, C, carries 0.000; number 9, N, carries -0.045; number 10, N, carries -0.006; number 11, O, carries 0.115; number 12, H, carries 0.115; number 13, H, carries 0.098; number 14, H, carries 0.148; number 15, H, carries 0.119; number 16, H, carries 0.139; number 17, H, carries 0.095; number 18, H, carries 0.058; number 19, H, carries 0.082; number 20, H, carries 0.124; number 21, H, carries 0.141

=====

2.
Formula: C8H10N2O
Source: OMol25
Level of theory: ωB97M-V with the def2-TZVPD basis set

Structure (ORCA input):
```
! wB97M-V def2-TZVPD RIJCOSX def2/J DEFGRID3
* xyz 0 1
C 3.07009 1.03077 0.59350
C 2.97828 -1.19988 -0.45550
C 0.90921 -0.03257 -0.07492
C 0.17772 -1.20993 0.23362
C -1.23534 -1.16538 0.19210
C -1.76253 0.13709 0.02123
C -1.10141 1.33198 -0.24325
C 0.31711 1.25388 -0.27673
H 3.34316 0.84729 1.64354
H 2.48030 1.94281 0.55525
H 4.08388 1.08014 0.07146
H 2.90646 -1.98007 0.36975
H 4.10473 -1.26011 -0.74412
H 2.40891 -1.59451 -1.27663
H 0.73863 -2.01349 0.76542
H -1.93558 -2.07821 0.43456
H -1.52332 2.25312 -0.41017
H 1.10363 2.06813 -0.27459
N 2.35174 0.03472 -0.17998
N -3.22482 0.45892 -0.10113
O -3.96476 -0.44955 0.11162
*
```

## Properties
lowest unoccupied orbital energy	-0.216	eV
HOMO level	-8.213	eV
orbital gap	8.0	eV

Now the Löwdin charges, all in e: number 1, C, carries -0.078; number 2, C, carries -0.134; number 3, C, carries -0.206; number 4, C, carries -0.029; number 5, C, carries -0.009; number 6, C, carries -0.247; number 7, C, carries -0.017; number 8, C, carries 0.010; number 9, H, carries 0.085; number 10, H, carries 0.052; number 11, H, carries 0.109; number 12, H, carries 0.088; number 13, H, carries 0.118; number 14, H, carries 0.076; number 15, H, carries 0.116; number 16, H, carries 0.150; number 17, H, carries 0.081; number 18, H, carries 0.110; number 19, N, carries -0.235; number 20, N, carries -0.024; number 21, O, carries -0.016

=====

2 (0.752 eV below the next structure)